1.
DFT (ωB97M-V with the def2-TZVPD basis set) results for a molecular structure, C39H88N7O9V.

Geometry (Å):
V: -2.906395 1.463568 3.327757
C: -1.138549 0.150922 -0.376844
C: -0.811793 -0.062467 1.096304
C: 0.689720 0.199229 1.271963
O: -1.669990 0.617312 1.973310
H: -0.555192 -0.465465 -1.057609
H: -0.997258 1.211067 -0.614255
H: -2.185400 -0.060389 -0.606250
H: -0.947579 -1.130825 1.321647
H: 1.130715 -0.224674 2.178721
H: 0.751792 1.290600 1.318697
H: 1.269072 -0.237054 0.463522
C: -3.160693 -0.878197 -3.564373
C: -4.040870 -1.202065 -4.776179
C: -4.434757 0.012418 -5.595776
C: -3.337672 0.908601 -5.990260
N: -2.515673 1.645032 -6.304647
H: -2.282045 -0.296101 -3.860351
H: -2.748849 -1.798803 -3.147339
H: -3.618248 -0.265717 -2.780957
H: -4.940270 -1.742880 -4.485092
H: -3.418479 -1.891795 -5.349790
H: -5.079230 0.688630 -5.023662
H: -4.990650 -0.310582 -6.475708
C: 3.955265 1.659818 3.307425
C: 3.703922 1.933264 4.788422
C: 4.921858 1.601976 5.622397
C: 6.100445 2.396331 5.287210
N: 7.024502 3.026742 5.028075
H: 4.130728 0.594004 3.135524
H: 4.829766 2.180271 2.917665
H: 3.081401 1.937097 2.711597
H: 2.831895 1.351729 5.093866
H: 3.467853 2.998419 4.870138
H: 5.229469 0.556600 5.517783
H: 4.726805 1.731134 6.690694
C: 0.736390 2.511394 -3.246506
C: 1.926912 2.850028 -4.135815
C: 1.542555 3.243280 -5.555990
C: 0.528807 4.336592 -5.537663
N: -0.276539 5.151105 -5.478945
H: 0.125743 3.400498 -3.079119
H: 1.048873 2.056556 -2.304890
H: 0.089786 1.759124 -3.709837
H: 2.543808 1.952967 -4.202610
H: 2.520826 3.658975 -3.710420
H: 1.017918 2.439235 -6.075057
H: 2.416842 3.598116 -6.095926
C: 3.381655 -4.287358 -1.669243
O: 2.654788 -3.071115 -1.753751
C: 1.729594 -2.923994 -0.689839
C: 0.634147 -3.965940 -0.701613
N: -0.229843 -3.847216 -1.887646
C: -0.929638 -5.084548 -2.194906
C: -1.484740 -5.004643 -3.623537
O: -0.399544 -5.180051 -4.500193
C: -0.745750 -5.490671 -5.846026
H: 4.216139 -4.232917 -2.366367
H: 2.768914 -5.115184 -2.041443
H: 3.738095 -4.524672 -0.665997
H: 1.310312 -1.935097 -0.885259
H: 2.213786 -2.910095 0.291614
H: -0.000563 -3.955780 0.189836
H: 1.056767 -4.981002 -0.729718
H: 0.360203 -3.636445 -2.689431
H: -1.771829 -5.261552 -1.519774
H: -0.274718 -5.966305 -2.166454
H: -2.027546 -4.058747 -3.719775
H: -2.145927 -5.873860 -3.730776
H: -1.748673 -5.915727 -5.907619
H: 0.014973 -6.184079 -6.199525
H: -0.697662 -4.588541 -6.462525
C: -5.356234 -3.893715 4.797342
O: -4.636588 -2.796830 4.257736
C: -4.780874 -2.642663 2.856680
C: -3.954135 -1.410340 2.481569
N: -4.321703 -0.224862 3.313621
C: -5.601674 0.360739 2.859517
C: -5.470889 0.955080 1.484569
O: -4.226107 1.655024 1.468702
C: -3.902046 2.057048 0.143328
H: -4.943255 -4.056012 5.797481
H: -5.076321 -4.821632 4.289121
H: -6.425542 -3.707566 4.889259
H: -5.845685 -2.588960 2.612703
H: -4.305106 -3.486716 2.349745
H: -4.017620 -1.276262 1.404394
H: -2.922938 -1.682959 2.704341
H: -4.583921 -0.766163 4.143425
H: -5.989356 1.135154 3.537166
H: -6.434673 -0.347578 2.910679
H: -6.249101 1.690036 1.266720
H: -5.492707 0.146267 0.750379
H: -4.708971 2.665681 -0.273727
H: -3.776589 1.217912 -0.544208
H: -2.962970 2.600250 0.101188
C: -3.905149 4.437693 2.228492
O: -2.780164 3.563946 2.459521
C: -1.613540 4.330772 2.772105
C: -0.564826 3.318872 3.176251
N: -1.179707 2.435532 4.208612
C: -0.238445 1.381076 4.621537
C: -0.994025 0.476247 5.585674
O: -2.270690 0.160004 5.012102
C: -2.919965 -0.690599 5.979770
H: -3.780517 4.914855 1.257062
H: -3.965973 5.241411 2.966958
H: -4.825268 3.869066 2.314523
H: -1.806754 4.946484 3.657945
H: -1.264926 4.978208 1.969382
H: 0.332111 3.788509 3.594987
H: -0.146139 2.798951 2.316097
H: -1.245553 3.113899 4.969124
H: 0.570573 1.831989 5.202352
H: 0.198737 0.764110 3.843513
H: -1.077121 1.033150 6.522896
H: -0.414430 -0.435383 5.728905
H: -3.913640 -1.010103 5.691729
H: -3.009541 -0.209577 6.957463
H: -2.320419 -1.584868 6.156211
C: 9.050006 0.036178 -3.489437
O: 7.689339 0.244800 -3.191208
C: 6.988573 -0.976944 -3.154170
C: 5.503901 -0.742531 -3.042725
N: 5.157965 -0.024918 -1.823133
C: 3.732334 0.256682 -1.723512
C: 3.472353 1.381393 -0.740501
O: 4.053788 2.532985 -1.365866
C: 3.572797 3.756113 -0.842057
H: 9.552970 -0.614811 -2.769167
H: 9.518725 1.016711 -3.513794
H: 9.191226 -0.425576 -4.474050
H: 7.323960 -1.682135 -2.384830
H: 7.139585 -1.463887 -4.127902
H: 4.966026 -1.688928 -3.104390
H: 5.268288 -0.149781 -3.944289
H: 5.688160 0.840474 -1.842152
H: 3.254423 -0.655305 -1.355162
H: 3.334794 0.549618 -2.700452
H: 3.948537 1.302017 0.240201
H: 2.385393 1.476516 -0.647534
H: 3.401025 3.656992 0.236333
H: 2.657955 4.095309 -1.339239
H: 4.357777 4.493769 -1.006786

Atoms 1-6, force components in eV/Å:
2.25 -2.04 -3.14
-0.86 0.68 0.12
0.51 -1.98 -0.24
-0.60 0.56 0.80
-1.51 1.99 1.96
0.23 -0.02 0.20

Values from the calculation:
Frontier orbital gap (spin up / spin down)   0.161 / 0.180 hartree
E   -3542.501104 a.u.
Charge   +2
Expectation value of S²   2.011
2S+1   3

***

2.
DFT (ωB97M-V with the def2-TZVPD basis set) results for 6 unconnected molecules or ions with the total composition C39H90B2O15PSSi.

Geometry (Å):
C: 6.052615 -0.814680 -2.171130
C: 5.036606 -1.386627 -2.432380
P: 3.432618 -2.261935 -2.891332
C: 2.785020 -0.520525 -3.348061
C: 4.209970 -4.018023 -2.668301
S: 5.748205 -4.193326 -1.822589
O: 5.830863 -5.529906 -1.244003
O: 6.852360 -3.823525 -2.681330
O: 3.995431 -2.381276 -4.544902
C: 3.114630 -2.807193 -5.548052
C: 3.858651 -2.782532 -6.896392
O: 3.024471 -2.163724 -1.201227
C: 1.850176 -2.836112 -0.757266
C: 1.123728 -1.842679 0.213331
C: 1.428117 -0.362536 -0.006144
C: 2.601493 0.117870 0.887789
C: 3.306656 1.263524 0.220338
O: 4.604268 1.487691 0.857694
C: 5.512386 2.059974 0.068715
O: 5.352439 3.083410 -0.528797
B: 2.155053 -4.075219 0.200659
O: 1.073097 -4.549350 0.959244
O: 3.371496 -4.671523 0.353844
C: 3.406734 -6.097061 0.465002
C: 4.346769 -6.551416 1.586318
C: 1.064032 -3.291893 -2.052519
B: 0.784307 -4.861796 -2.218972
C: -0.271436 -5.703837 -1.384064
O: 1.493031 -5.549471 -3.176370
Si: -0.591968 -2.466259 -2.558535
C: -2.091049 -3.076207 -1.567562
C: -0.906784 -2.943092 -4.356019
C: -0.684231 -0.594908 -2.443711
O: 1.897146 -2.952882 -3.184565
H: 7.045408 -0.411370 -2.176909
H: 1.786830 -0.560694 -3.777270
H: 3.450199 -0.152005 -4.132193
H: 2.855752 0.186485 -2.528582
H: 3.538905 -4.713755 -2.172586
H: 4.451358 -4.435216 -3.647437
H: 5.647072 -3.339010 -0.784810
H: 2.243188 -2.145680 -5.624748
H: 2.765715 -3.831109 -5.362546
H: 3.644607 -3.676057 -7.485489
H: 4.928984 -2.697741 -6.711992
H: 3.560116 -1.909445 -7.482627
H: 1.493656 -2.058124 1.224043
H: 0.052999 -2.057808 0.268718
H: 0.542986 0.202952 0.308991
H: 1.590511 -0.103452 -1.044505
H: 2.122072 0.478803 1.802348
H: 3.266303 -0.722139 1.077648
H: 3.491921 1.064073 -0.834510
H: 2.735995 2.194805 0.271275
H: 6.457291 1.509669 0.011902
H: 1.359882 -4.647583 1.873864
H: 3.768034 -6.510156 -0.474686
H: 2.409243 -6.508833 0.632594
H: 4.612492 -5.718889 2.233984
H: 3.870871 -7.344698 2.169198
H: 5.248250 -6.987305 1.154660
H: 0.243733 -6.562943 -0.943573
H: -1.101275 -6.072762 -1.995726
H: -0.699275 -5.140475 -0.560248
H: 0.988531 -6.323407 -3.447583
H: -2.413531 -4.029646 -1.989735
H: -2.897277 -2.354260 -1.711948
H: -1.871085 -3.205772 -0.508877
H: -1.920832 -3.317026 -4.508050
H: -0.744731 -2.060366 -4.978986
H: -0.204396 -3.700877 -4.708927
H: -1.510196 -0.272594 -3.086506
H: 0.213311 -0.052987 -2.714079
H: -0.962763 -0.327783 -1.421172
C: 0.938988 3.967781 4.091373
C: 1.068947 3.817150 2.585742
O: 0.044475 3.033743 2.003522
C: -1.273426 3.526048 2.151543
C: -1.491588 4.882364 1.504914
H: 0.838457 2.987350 4.560825
H: 1.815395 4.467470 4.504451
H: 0.061225 4.555856 4.367011
H: 1.997559 3.295222 2.350142
H: 1.130382 4.799498 2.103672
H: -1.562730 3.548527 3.210804
H: -1.916858 2.793105 1.664805
H: -0.928590 5.668690 2.012885
H: -2.547689 5.151621 1.539534
H: -1.166077 4.863795 0.463928
C: 0.901667 -0.308188 4.394373
C: -0.567074 0.017916 4.597417
O: -1.391480 -1.118237 4.800387
C: -1.085982 -1.899855 5.936948
C: -1.215537 -1.153433 7.255372
H: 1.022366 -1.045410 3.599518
H: 1.452796 0.591564 4.121674
H: 1.355740 -0.717031 5.299558
H: -0.951578 0.499389 3.697644
H: -0.697375 0.734423 5.418172
H: -0.086183 -2.340544 5.845882
H: -1.797960 -2.725667 5.913431
H: -0.462990 -0.370213 7.356260
H: -1.088164 -1.844084 8.089947
H: -2.198254 -0.685755 7.332441
C: -5.898568 1.311748 1.400515
C: -5.594967 2.800720 1.408907
O: -4.484584 3.164227 0.612757
C: -4.586162 2.879217 -0.771294
C: -5.730977 3.597891 -1.465509
H: -5.005412 0.739378 1.653275
H: -6.678630 1.084935 2.128096
H: -6.247859 0.972313 0.424336
H: -5.332625 3.113569 2.420582
H: -6.482935 3.376120 1.119451
H: -4.651830 1.798584 -0.938533
H: -3.637639 3.206062 -1.197139
H: -6.704782 3.239239 -1.127453
H: -5.673625 3.434096 -2.541908
H: -5.682050 4.670107 -1.269923
C: -3.452408 5.961739 5.513623
C: -2.828498 5.077212 6.580949
O: -1.615084 5.581821 7.106204
C: -1.694791 6.834245 7.757042
C: -2.607537 6.842705 8.972599
H: -2.725201 6.183878 4.731149
H: -4.310196 5.460956 5.063799
H: -3.799664 6.911790 5.923496
H: -2.577920 4.112133 6.139590
H: -3.545100 4.880710 7.387069
H: -1.990954 7.619014 7.050995
H: -0.673537 7.057255 8.066318
H: -3.654665 6.706219 8.698216
H: -2.524475 7.796224 9.495171
H: -2.333687 6.040524 9.658993
C: -1.057998 2.024900 -7.192025
C: -1.301153 0.616641 -6.676770
O: -2.330162 0.529362 -5.707641
C: -3.618905 0.925470 -6.123261
C: -4.180859 0.095888 -7.266905
H: -0.898740 2.711105 -6.359468
H: -0.175457 2.039248 -7.831695
H: -1.899750 2.397818 -7.779247
H: -0.406011 0.253385 -6.171642
H: -1.496142 -0.070293 -7.508740
H: -3.633699 1.992009 -6.380535
H: -4.250605 0.803943 -5.242141
H: -3.626829 0.251528 -8.193798
H: -5.220530 0.369437 -7.452479
H: -4.133781 -0.966115 -7.022857

Atoms 1-6, force components in eV/Å:
1.44 0.72 -0.09
-1.25 -0.90 -0.30
0.40 1.25 -0.28
0.35 -0.29 -0.30
0.10 -0.10 0.28
0.21 -0.85 -0.44

Values from the calculation:
Frontier orbital gap   0.264 hartree
E   -3747.348741 a.u.
Charge   -1

***

3.
DFT (ωB97M-V with the def2-TZVPD basis set) results for 7 unconnected molecules or ions with the total composition C39H90FN7O9PS.

Geometry (Å):
C: -6.485140 -3.576434 4.249254
C: -6.262040 -2.114924 4.765392
C: -4.778764 -1.917374 5.149814
C: -4.262301 -0.457292 4.977338
C: -4.506592 0.051963 3.543688
C: -3.711866 1.319546 3.195174
C: -2.197467 1.118212 2.977700
C: -1.788992 0.222901 1.791066
C: -1.808534 -1.247690 2.352962
O: -1.274114 -1.461827 3.368159
N: -2.483371 -2.288141 1.706808
C: -2.113206 -3.577749 2.138618
O: -1.489186 -4.337980 1.570382
F: -2.622955 -3.906563 3.313539
N: -2.659851 0.336833 0.600692
N: -3.986595 -0.162026 0.471798
C: -2.184976 0.942733 -0.419736
C: -0.763718 1.360157 -0.090661
C: 0.002293 1.162987 -1.433045
C: 1.369086 1.880732 -1.532176
N: 2.439461 0.911720 -1.360672
N: 1.470487 2.344084 -2.944107
N: 1.516462 3.044090 -0.639076
C: -0.368495 0.508224 1.149900
C: 0.575518 1.494057 1.954918
C: 0.968216 1.021991 3.374019
N: 2.247690 1.637341 3.771075
C: 2.128139 2.432412 4.994795
C: 1.526146 3.833109 4.737972
C: 3.280842 0.662922 3.824327
C: 3.833629 0.097730 5.136431
O: 3.716574 0.267571 2.801924
P: 0.753830 -0.950854 0.843377
S: 0.085274 -2.223089 -0.482897
H: -6.574460 -3.546150 3.156519
H: -5.643574 -4.235534 4.482086
H: -7.405764 -4.015890 4.640386
H: -6.922506 -1.991885 5.628725
H: -6.606639 -1.461826 3.960791
H: -4.682214 -2.243099 6.180696
H: -4.181253 -2.562791 4.496645
H: -3.207847 -0.398477 5.267044
H: -4.833149 0.162144 5.681730
H: -4.374802 -0.781217 2.847750
H: -5.567561 0.322749 3.480299
H: -4.180789 1.856899 2.359331
H: -3.814058 1.989606 4.058015
H: -1.758706 0.810040 3.924586
H: -1.785625 2.114892 2.759549
H: -2.486904 -2.208700 0.695825
H: -4.048283 -0.841392 -0.277980
H: -4.597519 0.632941 0.328912
H: -2.737909 1.071220 -1.362182
H: -0.815851 2.448098 0.052680
H: 0.153111 0.116645 -1.707392
H: -0.628413 1.593533 -2.222699
H: 3.326128 1.366525 -1.171407
H: 2.484053 0.341674 -2.198720
H: 0.802375 3.081010 -3.145833
H: 2.422178 2.618770 -3.163483
H: 1.331149 3.879373 -1.183481
H: 2.501691 3.136293 -0.395514
H: 0.151278 2.498266 1.974769
H: 1.503105 1.534833 1.381625
H: 0.222105 1.429658 4.064726
H: 0.943349 -0.061883 3.519965
H: 3.103820 2.579069 5.463084
H: 1.486434 1.958439 5.758902
H: 1.930677 4.512441 5.494607
H: 0.438473 3.853813 4.865492
H: 1.788957 4.219345 3.749751
H: 4.053902 -0.950181 4.945553
H: 4.741270 0.650693 5.387466
H: 3.081585 0.209211 5.922414
H: 2.026310 -0.412932 0.536893
H: 0.929412 -1.638917 2.066914
C: -5.581451 0.728508 -3.807443
C: -4.632552 1.912223 -3.923936
C: -4.507642 2.381621 -5.363298
O: -3.340398 1.544668 -3.426026
H: -5.214296 -0.120865 -4.390370
H: -5.655999 0.394783 -2.769386
H: -6.580080 0.985804 -4.161521
H: -4.992017 2.732703 -3.300188
H: -4.105111 1.585619 -5.996304
H: -3.818705 3.223961 -5.433062
H: -5.474582 2.688093 -5.763742
H: -2.998842 0.813881 -3.963697
C: -1.081220 -2.517027 6.838016
C: -1.651636 -1.647284 7.949512
C: -1.451651 -2.291228 9.312484
O: -3.043772 -1.427684 7.719078
H: -1.584226 -3.487727 6.810257
H: -1.237700 -2.049145 5.864150
H: -0.011227 -2.684526 6.976535
H: -1.170509 -0.667153 7.933067
H: -1.966085 -3.254835 9.362906
H: -1.872258 -1.662405 10.098307
H: -0.392991 -2.451516 9.523475
H: -3.481676 -2.286544 7.733691
C: 3.543796 -4.124457 -2.397396
C: 4.530905 -3.231221 -1.662191
C: 4.577352 -3.563427 -0.179333
O: 4.161367 -1.861168 -1.835528
H: 2.532105 -3.985568 -2.004214
H: 3.513662 -3.869928 -3.458528
H: 3.813574 -5.177031 -2.299176
H: 5.525425 -3.347543 -2.096208
H: 3.596481 -3.407699 0.281122
H: 5.281930 -2.910016 0.337676
H: 4.877424 -4.599385 -0.015107
H: 3.281227 -1.743665 -1.454128
C: 6.511708 0.054060 -6.008277
C: 5.868029 0.876301 -4.903305
C: 6.002650 0.195594 -3.552045
O: 4.482419 1.075543 -5.200357
H: 6.028861 -0.923785 -6.093070
H: 6.396911 0.552186 -6.972429
H: 7.575397 -0.098854 -5.819461
H: 6.330970 1.863975 -4.865009
H: 5.503590 -0.774997 -3.555808
H: 5.525090 0.794649 -2.774152
H: 7.050261 0.047507 -3.283611
H: 4.061721 0.208108 -5.237731
C: 5.500507 4.236597 -8.847193
C: 4.855243 5.061617 -7.744305
C: 4.991361 4.378310 -6.392619
O: 3.474086 5.264110 -8.042557
H: 5.016839 3.258952 -8.930843
H: 5.388001 4.733199 -9.811836
H: 6.564138 4.082712 -8.656140
H: 5.319149 6.048402 -7.706245
H: 4.491772 3.405221 -6.395730
H: 4.516897 4.976198 -5.611849
H: 6.040784 4.229444 -6.129444
H: 3.051593 4.397919 -8.080348
C: -1.525066 -3.253867 -4.909876
C: -1.832780 -2.192352 -3.868559
C: -3.031806 -2.580644 -3.017292
O: -2.089116 -0.939774 -4.518081
H: -2.370749 -3.385036 -5.591042
H: -0.668884 -2.957017 -5.516307
H: -1.304748 -4.213641 -4.441174
H: -0.962209 -2.042930 -3.227382
H: -3.928040 -2.689512 -3.634464
H: -3.244294 -1.800465 -2.278522
H: -2.855865 -3.520496 -2.492112
H: -2.856060 -1.056732 -5.094107

Atoms 1-6, force components in eV/Å:
-0.06 0.51 -0.24
-0.02 -1.29 -0.12
-0.32 0.89 -0.75
-0.65 -0.51 0.20
-0.31 0.03 0.59
-0.02 -0.50 0.18

Values from the calculation:
Frontier orbital gap   0.284 hartree
E   -3439.580948 a.u.
Charge   +1